Entry 1:
A 11-piece molecular cluster, C15H40F24N8O17P3S6 overall. Source: the OMol25 dataset; level of theory: the ωB97M-V functional and the def2-TZVPD basis.

Atoms and positions in Å:
S  -3.157  -1.283  4.360
S  -4.662  -0.761  5.978
S  -2.414  1.936  -3.122
S  2.006  0.114  -0.480
S  -3.505  2.409  -5.188
S  -0.099  -0.900  0.239
P  6.727  -3.618  -0.351
P  -3.367  -4.420  -0.030
P  4.733  4.093  -1.175
F  7.884  -4.435  0.339
F  5.770  -4.893  -0.259
F  -5.843  0.236  6.204
F  6.115  4.749  -0.744
F  7.186  -4.071  -1.840
F  3.442  -0.620  -0.895
F  3.295  3.523  -1.628
F  4.789  4.993  -2.526
F  -3.150  -2.850  0.467
F  3.995  5.377  -0.498
F  -3.554  -5.914  -0.521
F  5.424  2.851  -1.915
F  -4.215  -4.744  1.367
F  -2.815  -1.157  2.799
F  -2.759  0.939  -1.890
F  -4.859  -4.139  -0.601
F  6.261  -3.090  1.108
F  -2.725  -4.123  -1.483
F  7.561  -2.214  -0.600
F  -1.903  -4.779  0.657
F  4.590  3.186  0.141
F  -0.647  -2.219  1.124
F  5.436  -2.787  -0.889
F  -3.982  1.582  -6.439
O  1.202  0.591  3.479
O  -3.792  -0.205  6.988
O  -0.955  1.846  -3.226
O  2.269  -5.009  -2.811
O  -4.754  3.159  -4.902
O  -4.204  2.878  5.854
O  -0.663  3.524  0.297
O  0.041  -2.422  -6.009
O  2.507  1.072  0.484
O  -3.054  3.178  -2.617
O  -0.829  -1.055  -0.995
O  -2.326  3.067  -5.751
O  1.531  0.713  -1.731
O  -3.468  -2.703  4.327
O  -5.404  -2.006  6.149
O  -0.554  0.236  1.097
O  -1.925  -0.814  4.933
N  -4.206  2.258  3.593
N  1.407  -1.329  0.204
N  -1.676  -0.706  -5.885
N  2.323  -1.349  2.717
N  0.783  5.120  -0.807
N  -3.189  1.121  -4.400
N  2.600  -3.681  -0.916
N  -4.359  -0.377  4.324
C  -4.611  3.181  4.713
C  1.228  4.131  1.585
C  1.009  -1.266  5.016
C  0.369  4.163  0.297
C  3.837  -0.823  2.662
C  0.256  -4.056  -1.870
C  2.820  -4.794  0.116
C  1.763  -4.302  -1.962
C  0.428  -0.731  -4.377
C  -2.811  2.524  3.042
C  -0.376  -1.396  -5.464
C  -5.396  4.442  4.313
C  1.429  -0.552  3.704
C  0.610  4.373  -2.171
C  -1.719  -0.166  -7.355
H  -4.945  2.136  2.916
H  -0.427  4.476  -2.489
H  -4.820  5.308  4.639
H  -2.022  -0.009  -5.243
H  -0.282  -4.951  -2.185
H  1.176  4.896  -2.941
H  -5.239  4.566  3.241
H  2.197  -2.853  -0.501
H  0.407  6.054  -0.727
H  1.104  -1.420  -3.870
H  -2.612  1.665  2.402
H  -1.089  0.723  -7.351
H  0.982  3.353  -2.074
H  2.282  3.876  1.469
H  4.384  -1.033  3.581
H  1.071  0.114  -4.623
H  3.484  -3.392  -1.310
H  2.240  -2.323  2.973
H  1.865  -1.590  5.608
H  -2.113  2.540  3.880
H  -2.352  -1.440  -5.727
H  4.332  -1.306  1.819
H  0.763  3.387  2.231
H  3.477  -4.407  0.895
H  0.008  -3.883  -0.822
H  3.191  -5.742  -0.273
H  -0.021  -3.125  -2.365
H  1.897  -1.283  1.804
H  -2.817  3.451  2.468
H  1.745  5.348  -0.597
H  1.812  -5.008  0.472
H  -1.282  -0.895  -8.037
H  -4.221  1.325  3.980
H  -6.465  4.462  4.525
H  -0.362  -0.441  -3.685
H  0.342  -0.684  5.653
H  0.368  -2.105  4.746
H  -2.764  0.037  -7.589
H  1.258  5.102  2.077
H  3.751  0.264  2.679

The HOMO energy (alpha / beta) comes out at -9.95 / -9.95 eV. The calculation puts the lowest unoccupied orbital energy (alpha / beta) at -3.30 / -8.64 eV. The expectation value of S² is 0.76. The value obtained for the frontier orbital gap (alpha / beta) is 0.244 / 0.048 Eh. For the energy relative to the best compared isomer or geometry (same formula, charge and spin), the calculation gives 0.00 kcal/mol. Its spin multiplicity is 2.

Löwdin population analysis, charges in e, atoms 1 to 99: S 0.39; S 0.56; S 0.65; S 0.64; S 0.54; S 0.53; P 0.12; P 0.20; P 0.10; F -0.12; F -0.16; F -0.19; F -0.13; F -0.16; F -0.19; F -0.18; F -0.18; F -0.20; F -0.19; F -0.15; F -0.14; F -0.20; F -0.21; F -0.12; F -0.19; F -0.19; F -0.18; F -0.18; F -0.20; F -0.15; F -0.20; F -0.21; F -0.16; O 0.15; O -0.26; O -0.22; O 0.15; O -0.11; O 0.14; O 0.13; O 0.16; O -0.26; O -0.23; O -0.28; O -0.14; O -0.26; O -0.23; O -0.25; O -0.28; O -0.29; N 0.07; N -0.32; N 0.11; N 0.11; N 0.14; N -0.11; N 0.11; N -0.26; C -0.32; C 0.04; C 0.03; C -0.33; C 0.08; C 0.03; C 0.04; C -0.39; C 0.02; C 0.05; C -0.32; C 0.03; C -0.35; C 0.04; C 0.07; H 0.18; H 0.08; H 0.10; H 0.07; H 0.11; H 0.11; H 0.07; H 0.08; H 0.18; H 0.10; H 0.10; H 0.11; H 0.07; H 0.09; H 0.10; H 0.12; H 0.14; H 0.16; H 0.09; H 0.12; H 0.18; H 0.09; H 0.09; H 0.10; H 0.06; H 0.11

***

Entry 2:
C15H40F6N5O9PPdS as an isolated structure. Source: the OMol25 dataset; level of theory: the ωB97M-V functional and the def2-TZVPD basis.

Atoms and positions in Å:
Pd  -1.394  -1.907  -4.988
S  0.395  -1.154  -1.160
P  -4.995  1.428  -5.657
F  -4.362  0.541  -4.465
F  -5.537  2.218  -6.950
F  -6.479  1.060  -5.055
F  -5.134  2.805  -4.736
F  -3.429  1.835  -5.950
F  -4.877  0.046  -6.628
O  0.495  -0.383  -2.357
O  4.619  1.852  3.326
O  -4.211  2.908  1.336
O  -0.804  -1.909  -1.509
O  -2.669  -9.188  1.997
O  1.591  -1.956  -1.016
O  8.096  -0.190  -0.328
O  -0.107  8.619  -2.861
O  0.095  -0.373  0.033
N  -0.787  7.086  -1.253
N  -3.301  -8.429  -0.204
N  -4.412  0.544  1.585
N  2.978  0.379  4.259
N  6.069  -0.513  -1.527
C  -4.185  0.383  3.064
C  7.300  -0.988  -0.770
C  3.533  -1.040  4.385
C  0.168  8.146  -1.743
C  4.121  1.441  4.372
C  1.324  8.549  -0.886
C  -6.456  2.026  0.803
C  -4.747  -7.909  0.008
C  -5.031  1.971  1.289
C  7.455  -2.519  -0.630
C  4.365  2.073  5.706
C  -1.160  -7.575  0.995
C  -2.408  -8.458  1.025
C  -0.267  5.741  -1.815
C  6.196  -0.631  -3.094
H  -1.707  7.270  -1.627
H  -3.326  -9.370  -0.570
H  5.209  -0.982  -1.281
H  4.418  -1.277  3.794
H  -7.173  1.648  1.531
H  2.492  0.564  3.394
H  -0.294  5.801  -2.903
H  5.387  2.450  5.668
H  0.773  5.666  -1.496
H  8.392  -2.967  -0.959
H  -0.818  7.074  -0.243
H  -1.254  -6.503  0.815
H  5.290  -0.176  -3.496
H  6.694  -3.109  -1.141
H  1.746  7.608  -0.534
H  6.258  -1.678  -3.388
H  -5.065  -0.161  1.272
H  -6.655  3.048  0.480
H  5.821  0.447  -1.339
H  2.758  -1.662  3.938
H  -0.503  -7.908  0.191
H  -6.643  1.358  -0.038
H  -0.631  -7.601  1.947
H  3.757  -1.233  5.434
H  -0.860  4.851  -1.605
H  -5.083  0.685  3.604
H  -3.499  1.133  3.459
H  -5.349  -8.308  -0.807
H  -5.117  -8.287  0.961
H  -3.473  0.455  1.224
H  7.265  -2.732  0.422
H  7.090  -0.078  -3.380
H  -3.834  -0.643  3.172
H  1.196  9.288  -0.095
H  3.604  2.773  6.053
H  4.350  1.242  6.411
H  -2.847  -7.938  -0.961
H  2.012  9.017  -1.590
H  2.292  0.531  4.985
H  -4.720  -6.823  0.101

The HOMO energy (alpha / beta) comes out at -16.32 / -16.32 eV. The total charge is +4. The calculation puts the lowest unoccupied orbital energy (alpha / beta) at -9.57 / -10.83 eV. The expectation value of S² is 2.01. The value obtained for the frontier orbital gap (alpha / beta) is 0.248 / 0.202 Eh. Its spin multiplicity is 3.

Just the Löwdin charges please, in e? Sure, here they are: Pd 0.97; S 0.13; P 0.22; F -0.23; F -0.14; F -0.19; F -0.22; F -0.21; F -0.23; O -0.20; O 0.15; O 0.13; O -0.21; O 0.16; O -0.34; O 0.18; O 0.17; O -0.36; N 0.11; N 0.10; N 0.10; N 0.10; N 0.10; C 0.01; C -0.35; C 0.04; C -0.36; C -0.34; C 0.04; C 0.04; C 0.07; C -0.29; C 0.04; C 0.04; C 0.02; C -0.32; C 0.05; C 0.08; H 0.18; H 0.18; H 0.16; H 0.11; H 0.11; H 0.17; H 0.12; H 0.12; H 0.10; H 0.11; H 0.17; H 0.09; H 0.11; H 0.08; H 0.09; H 0.11; H 0.17; H 0.12; H 0.17; H 0.11; H 0.10; H 0.11; H 0.10; H 0.11; H 0.11; H 0.11; H 0.11; H 0.11; H 0.11; H 0.17; H 0.10; H 0.11; H 0.11; H 0.12; H 0.12; H 0.10; H 0.17; H 0.12; H 0.17; H 0.10

***

Entry 3:
C15H40FFeO5 as an isolated structure. Source: the OMol25 dataset; level of theory: the ωB97M-V functional and the def2-TZVPD basis.

Atoms and positions in Å:
Fe  -9.248  -9.000  1.751
F  -8.725  -10.921  1.966
O  -5.577  -11.092  1.103
O  -9.277  -8.964  3.812
O  -8.850  -9.214  -0.429
O  -9.742  -13.211  3.111
O  -6.988  -8.795  1.902
C  -7.050  -9.578  -1.921
C  -8.268  -10.243  -1.233
C  -8.140  -8.737  6.000
C  -9.601  -10.687  5.505
C  -9.235  -10.815  -2.211
C  -7.949  -14.467  1.925
C  -7.714  -13.635  4.248
C  -5.255  -7.180  1.155
C  -4.676  -11.978  0.607
C  -4.354  -12.781  1.858
C  -5.243  -12.718  -0.507
C  -8.659  -9.671  4.904
C  -8.731  -14.136  3.217
C  -6.008  -7.919  2.337
C  -5.079  -8.607  3.279
H  -8.962  -11.251  6.183
H  -6.164  -11.704  1.552
H  -5.126  -13.229  2.484
H  -6.196  -9.474  -1.252
H  -3.559  -13.486  1.616
H  -6.650  -10.090  -2.796
H  -7.044  -12.805  4.024
H  -9.352  -8.759  -1.109
H  -7.891  -11.101  -0.676
H  -8.994  -8.466  6.622
H  -9.129  -15.063  3.631
H  -8.193  -13.219  5.135
H  -5.987  -6.651  0.544
H  -6.481  -9.505  1.501
H  -3.916  -11.288  0.241
H  -9.412  -12.418  2.682
H  -4.516  -7.758  0.600
H  -7.321  -15.354  2.004
H  -6.931  -14.325  4.563
H  -6.571  -7.187  2.916
H  -8.536  -14.769  1.058
H  -7.452  -9.358  6.573
H  -7.588  -7.905  5.563
H  -8.775  -11.583  -2.832
H  -7.383  -8.630  -2.345
H  -4.397  -9.145  2.621
H  -4.596  -6.499  1.693
H  -10.052  -11.273  -1.654
H  -4.454  -13.310  -0.970
H  -10.404  -10.272  6.113
H  -9.783  -10.151  -2.881
H  -7.831  -10.178  4.409
H  -5.565  -9.331  3.933
H  -9.970  -11.333  4.708
H  -9.753  -8.335  4.359
H  -4.481  -7.835  3.762
H  -5.514  -11.973  -1.255
H  -7.309  -13.639  1.622
H  -3.778  -12.186  2.568
H  -6.099  -13.288  -0.144

The HOMO energy (alpha / beta) comes out at -10.50 / -12.34 eV. The total charge is +1. The calculation puts the lowest unoccupied orbital energy (alpha / beta) at -2.08 / -6.67 eV. The expectation value of S² is 12.01. The value obtained for the frontier orbital gap (alpha / beta) is 0.309 / 0.209 Eh. Its spin multiplicity is 7.

Just the Löwdin charges please, in e? Sure, here they are: Fe 1.31; F -0.39; O -0.08; O -0.23; O -0.20; O -0.04; O -0.16; C -0.03; C -0.47; C -0.02; C -0.03; C -0.05; C -0.04; C -0.07; C 0.00; C -0.54; C -0.02; C -0.03; C -0.47; C -0.47; C -0.48; C -0.03; H 0.09; H 0.07; H 0.07; H 0.07; H 0.09; H 0.09; H 0.05; H 0.10; H 0.12; H 0.09; H 0.14; H 0.06; H 0.08; H 0.06; H 0.16; H 0.03; H 0.08; H 0.09; H 0.08; H 0.14; H 0.08; H 0.10; H 0.09; H 0.10; H 0.09; H 0.08; H 0.08; H 0.09; H 0.10; H 0.10; H 0.09; H 0.12; H 0.09; H 0.08; H 0.11; H 0.10; H 0.08; H 0.03; H 0.08; H 0.08